ORCA calculation (ωB97M-V with the def2-TZVPD basis set) on a structure of composition C32H37F6Ge2N3O3Sn.

Positions of all 84 atoms, in Å:
Sn  -0.122  -0.505  1.218
Ge  -0.698  2.715  -0.468
Ge  0.775  -0.639  -1.805
F  0.774  -2.481  5.539
F  1.962  -4.500  2.048
F  -0.501  -1.129  4.338
F  1.709  -0.951  4.281
F  3.090  -2.862  2.995
F  2.133  -4.397  4.238
O  0.637  -2.129  1.933
O  -4.224  0.391  1.311
O  -2.881  2.078  3.206
N  -1.968  0.264  2.002
N  -1.850  -2.005  0.593
N  0.442  1.154  2.791
C  3.325  -2.030  -1.888
C  1.902  2.196  4.358
C  -4.010  -3.701  0.344
C  -2.579  2.806  -0.707
C  2.749  0.894  -6.323
C  0.806  2.686  5.057
C  -0.281  -2.258  -3.955
C  2.118  2.078  -5.943
C  0.688  -1.851  4.367
C  -2.733  -4.132  0.003
C  -3.071  -1.606  0.931
C  -0.476  2.410  4.592
C  -3.184  -0.201  1.433
C  0.235  3.904  0.686
C  0.679  -2.841  3.164
C  -0.608  1.634  3.461
C  1.507  2.186  -4.706
C  -1.965  1.358  2.886
C  -1.679  -3.255  0.138
C  -4.186  -2.407  0.808
C  2.004  -3.663  3.124
C  2.775  -0.183  -5.453
C  0.861  1.152  -2.486
C  0.483  5.233  -0.068
C  0.340  2.228  -1.940
C  2.267  -1.456  -0.922
C  1.683  1.433  3.234
C  -0.504  -3.795  3.316
C  -2.885  4.091  -1.514
C  1.519  1.116  -3.817
C  -0.677  -1.565  -2.631
C  2.164  -0.056  -4.213
H  -1.435  -3.222  3.352
H  -1.370  2.775  5.083
H  1.014  3.119  -4.449
H  2.675  -0.682  -0.283
H  -5.158  -2.012  1.081
H  -3.967  4.153  -1.628
H  -0.419  -4.387  4.229
H  -1.167  -2.742  -4.374
H  1.053  5.899  0.583
H  -2.556  -5.135  -0.362
H  1.836  -2.229  -0.284
H  1.162  3.424  0.973
H  -0.662  -3.553  -0.091
H  4.137  -2.463  -1.304
H  2.100  2.924  -6.623
H  -1.451  -0.817  -2.779
H  0.453  3.176  -2.495
H  -0.372  4.054  1.577
H  -4.861  -4.372  0.254
H  0.947  3.277  5.959
H  -3.034  2.826  0.274
H  3.270  -1.110  -5.732
H  0.089  -1.556  -4.699
H  -1.040  -2.294  -1.916
H  2.919  2.390  4.687
H  0.475  -3.036  -3.805
H  -2.911  1.905  -1.212
H  3.222  0.815  -7.299
H  -2.448  4.084  -2.512
H  3.759  -1.265  -2.528
H  2.922  -2.825  -2.520
H  -2.563  4.997  -0.998
H  -0.529  -4.467  2.457
H  2.513  1.013  2.672
H  -0.447  5.747  -0.326
H  1.067  5.094  -0.983
H  2.228  -0.915  -3.535

**HOMO-LUMO gap**: 7.2 eV
**F_max**: 2.058 eV/A
**HOMO energy**: -0.525 Eh
**Calculated total energy**: -6598.39608 Ha
**Charge**: +2

Atom charges from the Löwdin analysis, given in e for atoms 1 to 2: 1.27, 1.12